ORCA calculation (ωB97M-V/def2-TZVPD) on CH6Na9O6 as an isolated structure.

Net charge   +7
DFT total energy   -1950.27346 Ha
Relative energy (zero: lowest compared OMol25 entry of this formula, charge and spin)   1351.8 kJ/mol
Spin multiplicity   1

Geometry (Å):
Na (-0.900, 2.112, -1.688)
Na (1.295, 0.166, 4.051)
Na (3.511, -1.784, 2.163)
Na (2.704, 0.943, -1.535)
Na (3.417, 1.622, 1.978)
Na (-0.566, -2.293, 2.060)
Na (-0.488, 2.485, 2.106)
Na (1.545, 3.695, -0.359)
Na (1.552, -2.175, -0.563)
C (0.774, 0.206, 0.663)
O (0.814, 1.374, 0.202)
O (0.041, -0.596, 0.111)
O (1.522, -0.229, 1.580)
O (-2.305, -2.178, -1.099)
H (-1.736, -2.940, -1.204)
H (-1.871, -1.484, -1.594)
O (-1.108, -0.094, -2.691)
H (-0.208, -0.408, -2.610)
H (-1.418, -0.464, -3.518)
O (-2.337, 0.955, 0.412)
H (-1.672, 0.296, 0.209)
H (-2.568, 0.789, 1.326)

ORCA calculation (ωB97M-V/def2-TZVPD) on a 2-piece molecular cluster, CH6O overall.

DFT total energy   -116.92380 Ha
Relative energy (zero: lowest compared OMol25 entry of this formula, charge and spin)   1.6 kJ/mol
Spin multiplicity   1

Geometry (Å):
C (0.935, -0.056, 1.312)
H (-0.037, 0.314, 0.953)
H (0.779, -0.711, 2.182)
H (1.430, -0.623, 0.510)
H (1.567, 0.796, 1.603)
O (-1.491, -0.243, -2.395)
H (-0.824, 0.382, -2.031)
H (-2.359, 0.141, -2.134)

ORCA calculation (ωB97M-V/def2-TZVPD) on a 2-piece molecular cluster, CH6O2 overall.

DFT total energy   -192.13143 Ha
Relative energy (zero: lowest compared OMol25 entry of this formula, charge and spin)   70.3 kJ/mol
Spin multiplicity   1

Geometry (Å):
C (1.379, 0.161, 0.219)
O (-0.154, 0.433, 0.455)
H (2.000, 0.795, 0.953)
H (1.726, 0.447, -0.759)
H (1.520, -0.964, 0.309)
H (-0.128, 0.533, 1.374)
O (-2.384, -0.760, -0.751)
H (-2.551, 0.160, -0.879)
H (-1.409, -0.805, -0.920)

ORCA calculation (ωB97M-V/def2-TZVPD) on a 2-piece molecular cluster, CH6O2 overall.

DFT total energy   -192.13368 Ha
Relative energy (zero: lowest compared OMol25 entry of this formula, charge and spin)   64.3 kJ/mol
Spin multiplicity   1

Geometry (Å):
C (0.000, 0.000, 0.000)
O (-0.710, 0.563, -0.998)
H (-0.370, 0.363, 0.973)
H (1.095, 0.132, -0.031)
H (-0.228, -1.076, -0.084)
H (-0.532, -0.104, -1.693)
O (-0.079, -1.271, -2.604)
H (-0.076, -0.485, -3.196)
H (-0.016, -2.041, -3.213)

ORCA calculation (ωB97M-V/def2-TZVPD) on a 2-piece molecular cluster, CH6O2Si overall.

DFT total energy   -481.68076 Ha
Relative energy (zero: lowest compared OMol25 entry of this formula, charge and spin)   180.3 kJ/mol
Spin multiplicity   1

Geometry (Å):
C (-0.379, -1.758, 0.396)
Si (-1.378, -0.161, 0.198)
O (-2.437, 0.256, -0.749)
O (-0.954, 0.950, 1.273)
H (-0.570, -2.563, -0.271)
H (0.690, -1.632, 0.348)
H (-0.520, -2.373, 1.365)
H (-0.201, 1.044, 1.963)
H (-0.230, 2.503, -1.518)
H (0.127, 2.472, -2.124)

ORCA calculation (ωB97M-V/def2-TZVPD) on one molecule with the formula CH6O5SSi.

DFT total energy   -1105.71932 Ha
Relative energy (zero: lowest compared OMol25 entry of this formula, charge and spin)   23.4 kJ/mol
Spin multiplicity   1

Geometry (Å):
C (-1.459, 2.141, -0.487)
O (-1.963, 0.460, -2.277)
O (-0.054, -0.077, -0.239)
O (1.051, -0.964, 2.274)
O (2.578, -1.100, 0.078)
O (0.597, -2.675, 0.367)
Si (1.073, -1.156, 0.660)
S (-0.788, 0.959, -1.594)
H (-2.565, 1.942, -0.216)
H (-0.858, 2.221, 0.385)
H (-1.580, 3.080, -1.033)
H (1.607, -0.255, 2.629)
H (2.657, -1.794, -0.585)
H (-0.295, -2.783, 0.038)

ORCA calculation (ωB97M-V/def2-TZVPD) on a 2-piece molecular cluster, CH6OP2 overall.

DFT total energy   -799.51276 Ha
Relative energy (zero: lowest compared OMol25 entry of this formula, charge and spin)   329.3 kJ/mol
Spin multiplicity   1

Geometry (Å):
C (0.578, 1.183, -0.429)
O (1.012, -1.656, 0.822)
P (-1.848, -0.490, -0.092)
P (0.009, -0.433, -1.056)
H (1.768, 1.220, -0.494)
H (0.475, 0.908, 0.695)
H (0.204, 2.187, -0.723)
H (0.488, -2.134, 1.419)
H (-2.120, 0.671, -0.796)
H (-2.466, -1.398, -0.972)

ORCA calculation (ωB97M-V/def2-TZVPD) on one molecule with the formula CH6OP2.

DFT total energy   -799.47987 Ha
Relative energy (zero: lowest compared OMol25 entry of this formula, charge and spin)   415.7 kJ/mol
Spin multiplicity   1

Geometry (Å):
O (-0.360, 1.832, 1.420)
C (0.577, 0.855, 1.286)
P (0.463, -0.262, -0.153)
P (-0.523, -2.027, -1.463)
H (-0.532, 2.295, 0.577)
H (0.514, 0.123, 2.078)
H (1.943, -0.690, 0.075)
H (0.733, 0.678, -1.155)
H (-1.140, -0.927, -2.032)
H (-1.675, -1.878, -0.632)

ORCA calculation (ωB97M-V/def2-TZVPD) on a 2-piece molecular cluster, CH6OS overall.

DFT total energy   -515.09941 Ha
Relative energy (zero: lowest compared OMol25 entry of this formula, charge and spin)   26.6 kJ/mol
Spin multiplicity   1

Geometry (Å):
C (1.215, 0.434, -0.283)
S (-0.049, 1.500, -0.877)
H (1.608, -0.224, -1.076)
H (0.945, -0.187, 0.588)
H (2.010, 1.137, 0.018)
H (0.609, 1.812, -2.014)
O (-2.088, -1.122, 1.059)
H (-1.378, -1.801, 1.111)
H (-2.871, -1.549, 1.473)

ORCA calculation (ωB97M-V/def2-TZVPD) on a 2-piece molecular cluster, CH6OS overall.

DFT total energy   -515.08298 Ha
Relative energy (zero: lowest compared OMol25 entry of this formula, charge and spin)   69.7 kJ/mol
Spin multiplicity   1

Geometry (Å):
C (-1.149, 0.973, 2.108)
O (-0.370, 1.662, 1.194)
H (-0.561, 0.781, 3.076)
H (-2.114, 1.548, 2.207)
H (-1.513, 0.040, 1.690)
H (0.488, 1.921, 1.528)
S (0.756, -1.355, -1.634)
H (1.273, -1.517, -2.868)
H (0.371, -0.079, -1.760)

ORCA calculation (ωB97M-V/def2-TZVPD) on a 2-piece molecular cluster, CH6OS overall.

DFT total energy   -515.09312 Ha
Relative energy (zero: lowest compared OMol25 entry of this formula, charge and spin)   43.1 kJ/mol
Spin multiplicity   1

Geometry (Å):
C (-0.587, -2.453, -0.429)
O (-0.850, -1.060, -0.373)
H (-0.378, -2.881, 0.555)
H (-1.483, -2.942, -0.810)
H (0.243, -2.676, -1.103)
H (-0.032, -0.610, -0.264)
S (0.725, 1.801, 0.296)
H (-0.475, 1.922, 0.821)
H (1.214, 1.153, 1.356)

ORCA calculation (ωB97M-V/def2-TZVPD) on a 2-piece molecular cluster, CH6OS overall.

Net charge   +1
DFT total energy   -514.74562 Ha
Relative energy (zero: lowest compared OMol25 entry of this formula, charge and spin)   31.1 kJ/mol
Spin multiplicity   2

Geometry (Å):
C (0.378, -2.730, 0.314)
S (-0.100, -2.760, 2.057)
H (0.912, -3.632, -0.029)
H (1.061, -1.882, 0.294)
H (-0.504, -2.794, -0.314)
H (-1.460, -2.856, 2.237)
H (-0.684, 5.856, -1.132)
H (0.326, 4.936, -1.706)
O (0.071, 5.861, -1.721)